Entry 1:
The following is a DFT calculation (ωB97M-V/def2-TZVPD) of a structure of composition C45H34Cl5F2KN6O3.

Structure (XYZ):
```
96
C45H34Cl5F2KN6O3 (ωB97M-V/def2-TZVPD)
K 1.026 -0.191 -0.084
C -4.097 -1.691 3.434
C -3.236 -1.757 2.323
N -2.872 -0.704 1.632
C -3.316 0.519 2.001
C -4.219 0.691 3.085
C -4.591 -0.471 3.799
C -4.717 1.971 3.424
C -4.301 3.047 2.672
C -3.400 2.926 1.618
C -2.821 1.684 1.251
N -1.863 1.515 0.354
C -1.541 2.536 -0.509
C -2.446 3.055 -1.423
C -2.088 4.027 -2.371
C -0.812 4.515 -2.433
C 0.154 4.027 -1.524
C 1.496 4.474 -1.541
C 2.390 3.979 -0.641
C 1.941 3.020 0.294
N 0.711 2.576 0.338
C -0.195 3.053 -0.559
H -4.354 -2.593 3.975
H -2.836 -2.714 1.998
H -5.267 -0.371 4.642
H -5.406 2.083 4.253
H -4.674 4.037 2.916
H -3.086 3.816 1.089
H -3.462 2.677 -1.399
H -2.837 4.380 -3.073
H -0.523 5.251 -3.175
H 1.797 5.199 -2.291
H 3.430 4.279 -0.647
H 2.633 2.567 1.001
O 0.515 -3.060 0.426
C 0.793 -3.355 1.775
C 0.187 -2.375 2.759
C -0.289 -2.783 4.002
C -0.782 -1.823 4.870
C -0.794 -0.495 4.474
C -0.307 -0.184 3.213
N 0.174 -1.104 2.385
H -0.426 -3.232 0.232
H 1.880 -3.300 1.883
H 0.479 -4.374 2.035
H -0.277 -3.833 4.271
H -1.170 -2.111 5.841
H -1.191 0.285 5.110
H -0.313 0.834 2.836
F 4.432 -2.508 4.620
C 4.507 -1.819 3.434
C 3.501 -0.948 3.077
C 3.535 -0.222 1.871
C 4.679 -0.444 1.067
C 5.667 -1.338 1.462
F 6.758 -1.586 0.661
C 5.616 -2.053 2.643
C 4.824 0.310 -0.209
C 6.036 0.902 -0.581
C 6.105 1.640 -1.748
C 4.967 1.774 -2.529
C 3.806 1.155 -2.092
N 3.730 0.443 -0.969
H 2.664 -0.849 3.767
H 6.388 -2.758 2.916
H 6.902 0.787 0.056
H 7.037 2.110 -2.042
H 4.967 2.341 -3.451
H 2.881 1.235 -2.654
Cl 1.972 -1.773 -8.181
C 1.634 -1.216 -6.573
C 1.703 -2.087 -5.483
Cl 2.139 -3.744 -5.755
C 1.432 -1.650 -4.202
Cl 1.531 -2.715 -2.847
C 1.059 -0.294 -3.907
O 0.809 0.109 -2.749
C 1.013 0.562 -5.058
Cl 0.580 2.209 -4.750
C 1.289 0.114 -6.335
Cl 1.204 1.219 -7.672
C -1.711 -1.251 -1.682
N -3.023 -1.799 -1.365
C -4.086 -0.820 -1.489
C -3.132 -2.935 -0.660
C -4.530 -3.408 -0.303
O -2.163 -3.624 -0.325
H -1.723 -0.836 -2.690
H -0.956 -2.026 -1.632
H -1.498 -0.441 -0.979
H -4.106 -0.440 -2.513
H -3.889 0.014 -0.810
H -5.057 -1.248 -1.259
H -5.169 -3.468 -1.185
H -4.994 -2.733 0.417
H -4.433 -4.394 0.145
```

For the lowest unoccupied orbital energy, the calculation gives 0.144 Ha. The calculation puts the molar mass at 961.16 g/mol. As for the charge: -2. As for the HOMO energy: -1.8 eV. For the total energy, the calculation gives -146676.146 eV. The frontier orbital gap is 5.682 eV.

Atom charges from the Mulliken analysis, given in e for atoms 1 to 6:
1 K 0.990
2 C -1.324
3 C -0.461
4 N 1.004
5 C 0.371
6 C 1.115

=====

Entry 2:
The following is a DFT calculation (ωB97M-V/def2-TZVPD) of a structure of composition C45H34CrO4P in a non-equilibrium geometry.

Structure (XYZ):
```
85
C45H34CrO4P (ωB97M-V/def2-TZVPD)
O -2.751 6.619 -3.752
C -2.488 5.502 -3.726
Cr -1.748 3.735 -3.564
C -0.858 4.411 -2.051
O -0.242 4.905 -1.201
C -0.261 4.494 -4.516
O 0.606 5.099 -4.971
C -3.231 2.763 -4.816
C -3.713 2.837 -3.500
C -2.921 2.368 -2.445
C -1.649 1.775 -2.675
C -0.733 1.387 -1.577
C -0.090 1.305 -0.523
C 0.797 1.125 0.620
C 2.009 1.993 0.369
C 2.359 2.521 -0.891
C 3.605 3.157 -1.111
C 4.511 3.328 -0.050
C 4.137 2.916 1.237
C 2.920 2.223 1.417
C 0.038 1.680 1.784
C -1.279 1.203 1.994
C -2.118 1.620 3.026
C -1.707 2.663 3.887
C -0.469 3.298 3.613
C 0.342 2.813 2.550
C -1.194 1.733 -4.012
C -1.985 2.197 -5.073
H -3.811 3.147 -5.656
H -4.692 3.274 -3.278
H -3.316 2.464 -1.427
H 1.726 2.364 -1.777
H 3.849 3.628 -2.091
H 5.421 3.947 -0.181
H 4.710 3.162 2.142
H 2.703 1.809 2.386
H -1.652 0.448 1.315
H -3.137 1.187 3.136
H -2.415 3.044 4.665
H -0.226 4.206 4.215
H 1.223 3.410 2.371
H -0.191 1.336 -4.206
H -1.614 2.146 -6.105
C 3.821 -0.437 -0.304
C 2.759 -1.020 0.598
C 1.329 -0.633 0.367
P 0.398 -2.154 0.819
C 0.541 -3.508 -0.432
C 1.584 -4.468 -0.326
C 1.660 -5.617 -1.126
C 0.677 -5.864 -2.104
C -0.376 -4.933 -2.245
C -0.418 -3.791 -1.424
C 0.638 -3.097 2.389
C 0.054 -4.379 2.507
C 0.307 -5.212 3.606
C 1.168 -4.782 4.621
C 1.745 -3.506 4.542
C 1.437 -2.652 3.468
C -1.365 -1.798 0.842
C -2.186 -1.971 1.968
C -3.533 -1.596 1.935
C -4.071 -0.995 0.777
C -3.244 -0.791 -0.332
C -1.932 -1.240 -0.320
O 3.075 -1.946 1.321
H 3.749 0.629 -0.501
H 4.803 -0.640 0.138
H 3.682 -0.992 -1.263
H 1.195 -0.635 -0.809
H 2.363 -4.358 0.433
H 2.488 -6.345 -0.985
H 0.720 -6.764 -2.737
H -1.169 -5.116 -2.983
H -1.289 -3.157 -1.565
H -0.594 -4.751 1.703
H -0.175 -6.190 3.665
H 1.381 -5.425 5.475
H 2.438 -3.148 5.310
H 1.875 -1.646 3.451
H -1.777 -2.414 2.871
H -4.173 -1.777 2.800
H -5.123 -0.701 0.753
H -3.617 -0.291 -1.239
H -1.314 -1.128 -1.213
```

For the lowest unoccupied orbital energy (alpha / beta), the calculation gives -0.098 / -0.150 Ha. The calculation puts the molar mass at 721.73 g/mol. As for the charge: +1. As for the HOMO energy (alpha / beta): -7.0 / -10.9 eV. For the total energy, the calculation gives -93105.079 eV. Its multiplicity is 3. The frontier orbital gap (alpha / beta) is 4.329 / 6.810 eV.

Atom charges from the Mulliken analysis, given in e for atoms 1 to 6:
1 O -0.293
2 C 0.381
3 Cr -0.283
4 C 0.412
5 O -0.328
6 C 0.385

=====

Entry 3:
The following is a DFT calculation (ωB97M-V/def2-TZVPD) of a structure of composition C45H34FN4OS7V in a non-equilibrium geometry.

Structure (XYZ):
```
93
C45H34FN4OS7V (ωB97M-V/def2-TZVPD)
V 0.270 0.200 0.067
N -0.667 -0.536 1.497
S -0.309 -1.145 2.777
N 1.248 -1.634 3.050
S 2.310 -0.685 3.686
N 2.681 0.650 2.911
S 3.083 0.466 1.344
N 1.940 0.422 0.398
C 4.045 1.922 1.003
C 4.913 2.482 1.929
C 5.573 3.652 1.598
C 5.370 4.245 0.361
C 4.509 3.667 -0.563
C 3.840 2.502 -0.245
C 4.101 -0.998 1.095
C 5.490 -0.946 1.127
C 6.216 -2.040 0.693
C 5.565 -3.164 0.206
C 4.177 -3.205 0.171
C 3.440 -2.122 0.606
C 1.846 -0.182 5.305
C 1.895 1.160 5.689
C 1.612 1.494 6.995
C 1.300 0.509 7.926
C 1.277 -0.830 7.541
C 1.552 -1.182 6.240
C 3.796 -1.601 3.842
C 3.873 -2.983 3.641
C 5.074 -3.619 3.864
C 6.185 -2.910 4.311
C 6.091 -1.537 4.538
C 4.904 -0.883 4.315
C -0.804 -0.063 4.146
C -0.620 1.297 3.949
C -1.108 2.193 4.882
C -1.794 1.732 5.996
C -1.995 0.374 6.172
C -1.509 -0.530 5.243
C -1.212 -2.671 3.077
C -0.799 -3.561 4.053
C -1.553 -4.695 4.297
C -2.703 -4.934 3.560
C -3.095 -4.049 2.567
C -2.347 -2.910 2.321
H 5.042 2.010 2.891
H 6.245 4.109 2.308
H 5.879 5.164 0.119
H 4.355 4.129 -1.524
H 3.143 2.036 -0.929
H 5.990 -0.059 1.485
H 7.295 -2.010 0.717
H 6.138 -4.001 -0.161
H 3.679 -4.082 -0.210
H 2.356 -2.126 0.578
H 2.133 1.896 4.939
H 1.627 2.529 7.298
H 1.083 0.778 8.948
H 1.051 -1.593 8.271
H 1.558 -2.214 5.926
H 3.004 -3.510 3.282
H 5.156 -4.679 3.685
H 7.120 -3.418 4.483
H 6.949 -0.987 4.893
H 4.793 0.176 4.492
H -0.098 1.631 3.064
H -0.970 3.252 4.735
H -2.186 2.430 6.720
H -2.548 0.017 7.027
H -1.684 -1.587 5.366
H 0.107 -3.355 4.602
H -1.249 -5.394 5.063
H -3.288 -5.820 3.758
H -3.983 -4.252 1.988
H -2.616 -2.201 1.550
O 2.332 -2.367 -5.679
C 1.776 -1.907 -4.724
S 1.098 -2.888 -3.415
C 0.513 -1.552 -2.431
C 0.722 -0.303 -2.906
S 0.204 1.096 -2.022
S 1.547 -0.169 -4.456
S -0.284 -1.855 -0.933
F -2.288 5.479 1.868
C -1.727 4.318 1.441
C -0.351 4.200 1.430
C 0.210 3.008 0.995
C -0.581 1.937 0.579
C -1.961 2.103 0.601
C -2.546 3.285 1.027
H 0.263 5.030 1.745
H 1.291 2.916 0.994
H -2.596 1.279 0.285
H -3.617 3.415 1.039
```

For the lowest unoccupied orbital energy (alpha / beta), the calculation gives -0.049 / -0.049 Ha. The calculation puts the molar mass at 941.20 g/mol. As for the charge: 0. As for the HOMO energy (alpha / beta): -5.2 / -5.6 eV. For the total energy, the calculation gives -159468.070 eV. Its multiplicity is 3. The frontier orbital gap (alpha / beta) is 3.821 / 4.237 eV.

Atom charges from the Mulliken analysis, given in e for atoms 1 to 6:
1 V -0.587
2 N -0.129
3 S 1.632
4 N 0.202
5 S 0.874
6 N 0.056

=====

Entry 4:
The following is a DFT calculation (ωB97M-V/def2-TZVPD) of a structure of composition C45H35BrF4GaOP3S2.

Structure (XYZ):
```
92
C45H35BrF4GaOP3S2 (ωB97M-V/def2-TZVPD)
Ga 0.113 0.505 0.368
F 5.209 -0.036 5.388
C 4.601 0.006 4.222
C 5.335 0.145 3.060
F 6.651 0.221 3.113
C 4.680 0.196 1.840
F 5.433 0.293 0.750
C 3.297 0.119 1.743
P 2.503 0.078 0.122
C 2.812 -1.552 -0.566
C 2.280 -1.836 -1.829
C 2.564 -3.043 -2.443
C 3.381 -3.969 -1.803
C 3.909 -3.690 -0.551
C 3.626 -2.484 0.072
C 3.289 1.295 -0.948
C 3.048 2.640 -0.687
C 3.610 3.617 -1.492
C 4.412 3.248 -2.563
C 4.663 1.906 -2.820
C 4.108 0.924 -2.011
C 2.584 -0.003 2.935
Br 0.692 -0.058 3.001
C 3.216 -0.066 4.157
F 2.528 -0.161 5.285
H 1.657 -1.113 -2.342
H 2.149 -3.264 -3.416
H 3.609 -4.910 -2.285
H 4.542 -4.413 -0.055
H 4.031 -2.290 1.056
H 2.461 2.922 0.177
H 3.434 4.666 -1.281
H 4.858 4.009 -3.190
H 5.293 1.621 -3.651
H 4.314 -0.119 -2.211
C -4.295 -0.107 0.407
O -2.862 -0.250 0.304
C -2.409 -1.256 -0.438
S -3.271 -2.338 -1.261
S -0.646 -1.428 -0.353
H -4.443 0.764 1.040
H -4.720 -0.998 0.862
H -4.727 0.043 -0.579
C -0.038 4.280 0.030
P -0.848 2.673 0.254
C -1.512 2.310 -1.394
C -0.638 1.744 -2.324
C -1.079 1.437 -3.602
C -2.394 1.706 -3.954
C -3.260 2.294 -3.039
C -2.824 2.598 -1.758
C -2.169 2.812 1.454
C -2.954 3.969 1.478
C -4.014 4.063 2.363
C -4.291 3.017 3.235
C -3.508 1.871 3.225
C -2.450 1.771 2.335
P 0.233 5.339 1.554
C 1.809 4.691 2.221
C 1.722 3.913 3.377
C 2.873 3.471 4.015
C 4.121 3.773 3.487
C 4.216 4.536 2.329
C 3.068 5.007 1.709
C 0.770 6.876 0.726
C 0.724 7.129 -0.643
C 1.114 8.367 -1.143
C 1.555 9.359 -0.283
C 1.598 9.119 1.085
C 1.201 7.891 1.586
H -0.768 4.793 -0.603
H 0.860 4.134 -0.563
H 0.412 1.581 -2.078
H -0.400 0.999 -4.322
H -2.744 1.465 -4.949
H -4.281 2.510 -3.323
H -3.508 3.044 -1.047
H -2.742 4.801 0.818
H -4.618 4.960 2.382
H -5.116 3.099 3.929
H -3.721 1.060 3.908
H -1.849 0.872 2.341
H 0.750 3.727 3.823
H 2.795 2.948 4.959
H 5.022 3.453 3.996
H 5.189 4.794 1.929
H 3.153 5.654 0.844
H 0.390 6.377 -1.346
H 1.073 8.552 -2.209
H 1.862 10.319 -0.675
H 1.931 9.894 1.763
H 1.228 7.718 2.657
```

For the lowest unoccupied orbital energy, the calculation gives -0.208 Ha. The calculation puts the molar mass at 974.45 g/mol. As for the charge: +2. As for the HOMO energy: -13.0 eV. For the total energy, the calculation gives -232092.706 eV. The frontier orbital gap is 7.377 eV.

Atom charges from the Mulliken analysis, given in e for atoms 1 to 6:
1 Ga 1.415
2 F -0.290
3 C 0.720
4 C 0.411
5 F -0.298
6 C 0.237